(1)
This record from the OMol25 dataset describes a cluster of 9 separate species, C39H102N12O15 in total in a non-equilibrium geometry. The level of theory is ωB97M-V/def2-TZVPD.

Each line ends with the Löwdin charge.
Positions of all 168 atoms, in Å:
1 H 9.85901 -2.72281 5.61032  0.10
2 H 4.64564 -5.47176 -6.31302  0.12
3 H 16.78360 -2.61888 -2.21552  0.08
4 H 4.41464 -3.58852 -3.67194  0.12
5 H 4.16685 -6.31210 -2.56305  0.09
6 O 16.73895 -1.43270 -0.55741  -0.20
7 H 13.52111 -3.75353 7.51319  0.12
8 H 7.46956 -3.40907 -3.69610  0.09
9 H 13.38722 -2.94373 1.18488  0.07
10 H 16.93769 -2.17602 1.25985  0.11
11 N 5.62043 -5.06238 -4.56159  -0.07
12 H 8.02762 -3.26055 -1.02559  0.08
13 C 6.78079 -5.06493 3.30208  -0.21
14 H 3.57492 -5.60609 -4.86280  0.11
15 H 9.53538 -4.57129 2.31481  0.07
16 H 7.59429 -6.98181 -2.82439  0.09
17 H 14.43215 -5.18458 3.66389  0.10
18 H 7.33815 -0.71080 7.50093  0.08
19 H 14.39537 -5.89846 8.02795  0.12
20 C 14.60241 -5.57179 7.00914  -0.21
21 H 12.38375 0.57900 3.12221  0.09
22 H 10.93681 -13.22928 2.02701  0.12
23 H 10.08718 -8.79632 0.52790  0.10
24 H 9.25848 -1.80284 7.56345  0.06
25 H 12.00370 -5.39121 6.73674  0.11
26 C 7.22608 -0.70009 4.17105  -0.21
27 H 6.59652 -2.28360 -0.93192  0.09
28 C 16.44653 -2.65061 -1.17828  -0.12
29 H 16.57846 -5.92254 5.20982  0.09
30 H 11.48246 -4.31014 4.28840  0.08
31 C 13.71758 -4.37920 6.63411  -0.20
32 H 11.73693 -0.97445 2.56609  0.06
33 H 7.62088 0.62349 6.42446  0.09
34 H 6.40011 -2.19911 -3.01647  0.13
35 O 10.15594 -8.39113 3.83662  -0.17
36 H 5.30351 -3.04862 -5.10551  0.13
37 N 11.10100 -2.98794 0.14023  0.19
38 C 10.82863 -3.28877 1.42821  -0.63
39 H 5.79924 -5.53146 -3.68162  0.06
40 H 10.94902 -2.09703 -10.75614  0.09
41 C 14.74514 -3.41901 2.57051  -0.20
42 C 14.69022 -7.02432 1.80802  -0.10
43 C 10.68802 -3.15443 -10.71639  -0.12
44 C 12.26034 -0.96433 -2.84755  -0.09
45 C 7.28942 -3.72986 3.83050  -0.19
46 O 7.78944 -5.80126 2.63656  -0.21
47 H 6.13906 -0.72751 4.05245  0.13
48 C 14.92197 -1.45361 1.09344  -0.20
49 N 9.92582 -4.30537 1.42306  0.18
50 H 11.33952 -15.00176 -1.35204  0.08
51 H 12.07243 -12.38071 0.92235  0.12
52 C 11.61506 -14.51949 -0.41696  -0.10
53 H 15.83060 -3.42241 2.69482  0.11
54 H 16.14356 -4.20678 5.20728  0.06
55 H 6.05781 -0.22828 6.46374  0.09
56 H 14.26826 -3.71151 5.96863  0.10
57 H 15.39323 -2.92247 -1.10025  0.08
58 H 9.17853 -11.77278 1.45491  0.12
59 O 7.58880 -1.19516 5.45076  -0.22
60 N 10.76978 -10.38139 1.70430  -0.07
61 H 6.70360 -3.86961 -0.01404  0.07
62 H 13.64531 -6.98476 1.49292  0.07
63 C 10.14074 -11.50069 1.00239  -0.21
64 C 10.04416 -9.11960 1.57000  -0.21
65 H 9.08698 -3.42192 -7.40200  0.12
66 H 16.85346 -0.42300 1.24839  0.12
67 H 5.61768 -7.59547 -5.81729  0.12
68 H 12.29542 2.39725 2.02488  0.09
69 H 7.66206 -5.35034 -2.24294  0.06
70 H 8.10051 -7.02130 1.00666  0.07
71 N 8.12592 -6.24579 -2.39393  0.20
72 H 10.10425 -2.07294 -2.64946  0.10
73 O 11.23349 -2.67913 2.42603  -0.02
74 H 7.88323 -3.16483 1.98589  0.06
75 H 14.57270 -0.80634 1.90812  0.10
76 H 4.00857 -7.96377 -5.33762  0.12
77 H 14.78437 -7.43316 2.81861  0.08
78 N 12.03184 -0.00913 2.39422  0.16
79 C 9.73348 -2.76902 -4.72863  -0.21
80 H 10.88676 -7.74834 -1.88449  0.11
81 C 10.57999 -8.07915 2.53691  -0.23
82 H 5.93224 -4.78738 2.66955  0.12
83 O 9.87592 -5.61109 -1.07226  -0.02
84 H 9.88161 -3.75749 -4.26002  0.11
85 C 7.97491 -1.46506 3.09838  -0.19
86 H 11.74280 -7.43059 4.79780  0.08
87 C 7.14607 -0.36224 6.48577  -0.13
88 C 11.67814 -3.94360 5.30114  -0.21
89 H 9.73138 -0.79510 -3.81028  0.13
90 H 6.61899 -3.25989 4.55246  0.12
91 H 11.27362 -2.15770 -5.90372  0.10
92 H 11.47241 -3.85806 -11.01388  0.09
93 N 11.91608 1.94668 1.21771  0.15
94 C 11.66253 0.61142 1.24132  -0.66
95 H 10.40387 -6.41375 4.56640  0.07
96 O 10.64918 -13.54678 -0.03898  -0.20
97 H 11.84476 0.04877 -2.79440  0.09
98 H 12.21293 -3.02320 5.04796  0.11
99 H 14.32838 -2.82317 3.39612  0.11
100 H 11.66570 -15.26836 0.37565  0.09
101 N 14.37805 -2.79342 1.30247  -0.05
102 C 16.58978 -5.00321 5.80746  -0.11
103 H 11.70254 -2.21106 -0.08503  0.06
104 O 11.13676 -0.00126 0.30600  -0.01
105 H 17.09987 -3.42656 -0.74788  0.09
106 H 11.62263 2.52631 0.45430  0.10
107 H 13.34309 -0.90875 -2.94978  0.09
108 H 8.65129 -3.31485 8.00410  0.09
109 O 6.42527 -4.00293 -2.05735  -0.25
110 H 3.40968 -7.87420 -2.99078  0.09
111 H 9.91211 -3.36177 -11.45742  0.08
112 H 10.72359 -10.64729 2.68535  0.11
113 H 10.72993 -3.54390 -0.60974  0.07
114 H 9.04277 -1.53466 3.33448  0.11
115 N 12.50003 -4.89932 6.00339  -0.05
116 C 11.05090 -12.75225 1.04848  -0.23
117 O 15.18233 -5.68717 1.86694  -0.19
118 O 15.98262 -5.24047 7.05928  -0.19
119 H 6.70975 -7.41709 1.96825  0.10
120 C 6.93842 -3.31985 -0.91488  -0.06
121 H 10.00010 -11.20207 -0.03669  0.12
122 C 4.35801 -7.37254 -2.75228  -0.11
123 O 5.27609 -7.58945 -3.78769  -0.22
124 O 10.16159 -3.54656 -9.46607  -0.20
125 H 11.65307 -7.88501 2.43334  0.12
126 H 14.39323 -1.13124 0.19050  0.12
127 H 9.72167 -4.46224 5.96361  0.11
128 H 8.98117 -9.32943 1.76490  0.12
129 H 15.25863 -7.64499 1.12142  0.09
130 H 10.26394 -7.71588 5.75571  0.09
131 C 10.13957 -3.48132 -7.11000  -0.19
132 C 10.87106 -3.01477 -8.36140  -0.23
133 N 7.34568 -2.73879 2.73351  -0.05
134 N 9.91016 -7.64793 -2.10018  0.17
135 H 6.39867 -5.64223 4.14891  0.12
136 C 4.85083 -7.30520 -5.09848  -0.19
137 H 17.63293 -4.77032 6.01191  0.09
138 H 7.58896 0.33389 4.10708  0.12
139 O 10.68194 -3.33285 7.40351  -0.17
140 H 9.83107 -2.39720 9.04343  0.09
141 C 10.37729 -3.58444 6.03567  -0.20
142 C 10.64643 -7.46578 4.76830  -0.12
143 H 6.64699 -6.03778 0.85801  0.08
144 C 6.47048 -3.26519 -3.26583  -0.22
145 H 8.23453 -3.81263 4.37893  0.10
146 H 14.39972 -6.35739 6.27442  0.11
147 H 13.25854 -5.01792 2.29643  0.12
148 H 9.46447 -8.24019 -2.77372  0.10
149 C 9.34545 -6.44829 -1.81403  -0.63
150 H 4.65589 -7.84947 -1.81900  0.09
151 C 16.41737 -1.31512 0.80998  -0.20
152 C 10.23664 -1.76098 -3.68801  -0.19
153 H 12.58105 -14.03928 -0.59170  0.08
154 C 9.58299 -2.74121 8.04141  -0.12
155 H 8.65439 -2.74673 -4.91801  0.09
156 H 11.93939 -3.25284 -8.44215  0.12
157 C 4.58397 -5.77480 -5.26720  -0.20
158 H 9.71147 -4.92996 0.65328  0.05
159 C 5.37175 -3.67520 -4.21486  -0.19
160 C 7.28313 -6.57032 1.57067  -0.10
161 H 10.34132 -4.51974 -6.82377  0.12
162 H 7.89793 -0.91405 2.15622  0.12
163 H 10.07462 -7.13300 2.28040  0.10
164 H 10.84071 -1.91941 -8.43818  0.12
165 N 10.36398 -2.57452 -6.01027  -0.08
166 H 12.07280 -1.44590 -1.88354  0.05
167 O 11.63076 -1.59780 -3.94030  -0.20
168 C 14.29197 -4.87186 2.62184  -0.21

As for the charge: 0. The maximum force comes out at 2.4 eV/A. The SMILES is COCCNCCOC.COCCNCCOC.COCCNCCOC.COCCNCCOC.COCCNCCOC.COCCNCCOC.NC(N)=O.NC(N)=O.NC(N)=O. The calculation puts the total energy at -3332.632732 Ha. The calculation puts the highest occupied orbital energy at -7.940 eV.

(2)
This record from the OMol25 dataset describes a cluster of 13 separate species, C39H104O39S13 in total in a non-equilibrium geometry. The level of theory is ωB97M-V/def2-TZVPD.

Each line ends with the Löwdin charge.
Positions of all 195 atoms, in Å:
1 O 36.18482 -24.83706 -4.80933  -0.31
2 O 36.37950 -27.56663 -14.97223  -0.30
3 O 33.14960 -30.47823 -9.94833  -0.27
4 C 36.23541 -24.12150 -1.21244  -0.04
5 O 39.99450 -27.68044 -0.58849  -0.27
6 H 37.81133 -21.19602 -3.91558  0.08
7 H 41.42997 -26.65590 -4.48394  0.08
8 C 34.73197 -30.37485 -5.79211  -0.07
9 C 35.30862 -21.19071 0.20789  -0.23
10 H 40.84806 -25.23936 -7.39162  0.09
11 H 34.07533 -29.70082 -5.24201  0.04
12 C 30.94497 -25.39101 -10.69782  -0.25
13 H 31.85454 -23.81748 -9.63735  0.07
14 H 29.38871 -27.98528 -7.21584  0.06
15 C 39.30310 -27.57062 -1.85644  -0.20
16 H 39.74654 -29.48633 -11.46961  0.08
17 C 30.88499 -24.00334 -10.09944  -0.06
18 H 36.27441 -31.62166 -11.51361  0.05
19 H 35.31246 -21.38325 -5.52391  0.09
20 H 31.55450 -29.41628 -10.55306  0.13
21 C 37.10998 -21.77374 -4.51762  -0.06
22 O 40.64538 -30.74908 -6.97809  -0.27
23 H 34.44105 -18.84399 -2.47960  0.05
24 C 38.17652 -29.88168 -6.58045  -0.12
25 O 34.49151 -29.17940 -14.29494  -0.34
26 S 36.52877 -26.03085 -5.58196  0.70
27 H 43.20171 -25.97174 -0.68924  0.06
28 H 35.76113 -30.02582 -5.70781  0.03
29 C 44.53340 -22.64336 -6.14569  -0.11
30 O 31.24155 -26.82660 -5.36605  -0.27
31 C 29.42140 -28.57791 -6.30160  -0.09
32 O 42.57613 -23.04436 -7.78927  -0.29
33 C 36.09185 -22.68121 -8.35911  -0.27
34 O 42.99084 -20.63965 -7.01637  -0.32
35 H 31.88829 -32.34895 -11.17311  0.09
36 H 36.41048 -20.26066 1.76672  0.09
37 H 36.73766 -25.08784 -1.16735  0.04
38 H 35.23195 -23.24502 -8.72076  0.10
39 H 40.31897 -25.68512 -2.20714  0.06
40 C 41.36817 -23.12864 -6.97991  -0.25
41 H 32.13344 -24.36959 -4.34641  0.08
42 C 35.73504 -21.08733 -4.56372  -0.26
43 C 38.60880 -29.00108 -9.77198  -0.30
44 S 39.27898 -27.28659 0.83620  0.68
45 S 34.78573 -18.56362 -4.94948  0.73
46 H 37.55981 -28.80595 -9.54918  0.09
47 H 38.01530 -30.95753 -6.51224  0.08
48 H 37.42614 -29.24847 -7.05381  0.05
49 H 33.25629 -32.00986 -7.96958  0.06
50 H 38.65358 -28.47700 -17.35341  0.07
51 H 44.91683 -23.49198 -6.71217  0.08
52 H 38.15608 -30.19978 -11.74481  0.07
53 H 28.26678 -25.30676 -14.05172  0.07
54 C 35.67514 -21.05441 1.63505  -0.09
55 H 39.05887 -27.44288 -15.98801  0.07
56 S 34.69485 -27.77910 -14.77662  0.75
57 O 36.23575 -24.52495 -10.87212  -0.31
58 H 35.00356 -25.72088 -13.68199  0.07
59 O 32.02144 -28.78041 -6.65056  -0.31
60 H 33.18168 -26.64356 -4.58553  0.12
61 C 31.39815 -31.38462 -11.03924  -0.08
62 H 34.87081 -20.76217 2.31013  0.09
63 C 33.51563 -33.00299 -7.60277  -0.09
64 C 40.53240 -25.99125 1.33659  -0.08
65 O 32.84574 -32.34968 -5.35666  -0.25
66 O 31.05539 -26.45075 -14.48917  -0.31
67 S 43.15479 -25.17716 -3.11888  0.70
68 H 38.22555 -29.59530 -5.52988  0.07
69 C 34.05519 -26.43325 -8.72219  -0.06
70 H 31.76117 -25.86492 -10.15253  0.09
71 O 36.02429 -19.68375 -4.50980  -0.27
72 C 41.28872 -24.55604 -6.66568  -0.09
73 H 28.91652 -28.02670 -5.50826  0.06
74 H 35.68965 -20.57284 -7.76956  0.06
75 H 33.15753 -27.00531 -8.48752  0.07
76 O 42.02618 -24.38517 -3.63732  -0.30
77 H 36.47683 -29.08703 -16.41920  0.11
78 H 38.34789 -25.16200 -7.18377  0.05
79 O 35.64809 -30.63850 -9.19204  -0.29
80 C 39.30585 -26.08212 -2.14305  -0.08
81 S 43.71053 -21.82089 -7.51128  0.69
82 H 33.05213 -26.50944 -6.32877  0.07
83 H 37.42704 -22.06867 -11.40433  0.06
84 H 41.34195 -29.27747 -4.97788  0.04
85 H 37.57442 -22.04436 -5.46587  0.08
86 H 38.55903 -28.45469 -11.69984  0.08
87 O 34.99385 -28.89477 -10.84954  -0.30
88 H 37.75360 -26.93838 -17.02813  0.07
89 C 35.19897 -31.46970 -11.60546  -0.07
90 O 38.05406 -26.45899 0.69401  -0.33
91 H 30.02243 -25.93168 -10.48636  0.11
92 H 32.92473 -34.30572 -5.92936  0.12
93 C 35.97715 -21.19584 -8.61651  -0.05
94 H 35.97986 -23.87271 -2.24242  0.03
95 H 41.66830 -28.99093 -3.34080  0.07
96 H 41.42432 -22.47948 -6.10610  0.12
97 H 36.79655 -20.70122 -9.13807  0.08
98 H 40.52936 -22.89674 -7.63619  0.12
99 O 34.03081 -27.26641 -16.01934  -0.32
100 H 34.27201 -26.60421 -9.77664  0.06
101 H 42.42806 -24.47909 -0.93734  0.05
102 H 41.46260 -26.49912 1.08182  0.05
103 H 40.24628 -25.10496 0.77027  0.05
104 H 43.00482 -29.29156 -4.66166  0.09
105 O 38.54753 -22.59102 -1.69306  -0.30
106 H 35.36237 -23.93731 -0.58635  0.05
107 H 29.50088 -24.03692 -13.62367  0.07
108 O 37.94026 -23.04993 0.68020  -0.30
109 H 31.63728 -33.40888 -6.64524  0.12
110 H 45.35985 -21.95693 -5.96163  0.07
111 H 33.32705 -33.61538 -8.48453  0.08
112 H 34.57285 -33.19848 -7.42341  0.07
113 O 42.76273 -26.80138 -3.07126  -0.27
114 H 43.87076 -22.81779 -5.29799  0.06
115 C 32.42559 -24.67732 -5.35043  -0.03
116 O 36.50942 -21.42511 -0.70509  -0.30
117 C 32.68744 -33.33423 -6.36292  -0.27
118 H 38.27668 -27.93744 -1.86003  0.13
119 H 34.50967 -21.89643 -0.01955  0.11
120 H 38.94314 -22.23862 -10.44702  0.07
121 C 43.30403 -25.04515 -1.25411  -0.08
122 H 37.95416 -26.81543 -7.22372  0.03
123 S 37.49995 -24.10341 -10.23540  0.69
124 C 38.69106 -29.41754 -11.20630  -0.05
125 C 32.56779 -26.23931 -5.39040  -0.25
126 H 30.78626 -31.49894 -10.14446  0.09
127 O 34.31956 -31.51152 -3.49512  -0.30
128 S 37.51760 -22.77086 -0.65828  0.67
129 H 33.34111 -24.20044 -5.70047  0.06
130 O 35.32383 -25.94115 -6.80545  -0.29
131 O 40.10762 -28.27291 -7.29214  -0.30
132 O 33.94772 -19.18928 -5.95779  -0.32
133 C 38.15466 -26.00606 -6.52171  -0.07
134 S 31.12216 -28.47835 -5.57625  0.64
135 H 40.46681 -24.61649 -5.95231  0.06
136 H 42.08191 -24.93248 -6.01972  0.06
137 O 29.84428 -27.48589 -12.37789  -0.33
138 H 31.67476 -24.50212 -6.12093  0.07
139 H 32.77566 -30.00774 -11.84706  0.12
140 O 44.48902 -24.93902 -3.63500  -0.29
141 H 38.82754 -25.87960 -3.10133  0.08
142 C 34.49102 -26.63026 -13.36825  -0.09
143 O 35.40657 -17.24054 -5.31157  -0.32
144 C 38.23402 -27.81579 -16.59520  -0.06
145 H 35.88221 -22.75371 -7.29192  0.10
146 H 34.86641 -20.24487 -0.10506  0.10
147 H 33.41916 -26.55106 -13.18676  0.04
148 H 38.82897 -22.92925 -12.08425  0.08
149 O 37.28822 -23.39800 -8.69290  -0.27
150 C 33.91396 -18.44964 -3.34837  -0.11
151 C 35.34851 -26.77745 -7.95509  -0.26
152 H 38.90698 -26.26195 -5.77563  0.06
153 S 39.78304 -29.66376 -7.37626  0.67
154 O 38.49121 -25.12461 -9.99277  -0.30
155 O 35.29148 -33.05479 -5.25690  -0.31
156 C 38.27725 -22.70934 -11.17027  -0.09
157 H 39.93099 -27.88251 -2.69106  0.10
158 C 29.05082 -24.99453 -13.36189  -0.11
159 O 31.24866 -25.41589 -12.13501  -0.30
160 C 37.12357 -28.51702 -15.75218  -0.27
161 H 34.62558 -32.35731 -11.33811  0.07
162 H 40.45788 -25.81250 2.40924  0.07
163 O 31.11844 -29.25197 -4.36201  -0.26
164 H 37.63061 -29.17021 -15.04199  0.11
165 H 30.64928 -23.33804 -10.93005  0.08
166 O 39.15869 -30.00950 -8.92574  -0.25
167 O 39.30958 -28.36428 1.79359  -0.28
168 H 35.42733 -27.85713 -7.82787  0.11
169 S 34.79778 -30.21853 -10.28863  0.68
170 H 34.92365 -27.05498 -12.46241  0.04
171 H 30.66601 -31.23968 -11.83364  0.09
172 H 29.06352 -29.59421 -6.46637  0.07
173 H 33.88218 -25.35748 -8.69196  0.07
174 C 42.32004 -27.27009 -4.34735  -0.28
175 H 38.74229 -25.41235 -1.49349  0.04
176 H 36.20416 -21.97956 1.86385  0.06
177 H 33.68294 -17.42392 -3.06085  0.07
178 O 44.53690 -21.69274 -8.72714  -0.30
179 H 30.08339 -23.78144 -9.39496  0.08
180 H 37.05852 -22.58323 -3.78948  0.03
181 O 36.43608 -27.36676 -5.00988  -0.31
182 H 42.94734 -27.00203 -5.19750  0.12
183 S 30.32180 -26.30270 -13.17248  0.74
184 H 39.05062 -28.02873 -9.55418  0.11
185 H 36.23527 -26.48895 -8.51946  0.09
186 H 35.07194 -21.40552 -3.75928  0.12
187 C 32.20477 -30.20137 -10.93893  -0.32
188 S 34.38518 -31.98463 -4.86755  0.69
189 C 42.08459 -28.80948 -4.33169  -0.02
190 H 44.19500 -24.56974 -0.84393  0.07
191 H 32.98661 -19.02161 -3.37955  0.07
192 H 35.12773 -21.02149 -9.27695  0.08
193 H 35.05776 -31.12180 -12.62875  0.05
194 H 34.35073 -30.51624 -6.80342  0.03
195 H 28.66669 -24.70362 -12.38418  0.06

As for the charge: 0. The maximum force comes out at 5.1 eV/A. The calculation puts the total energy at -9658.651255 Ha. The calculation puts the highest occupied orbital energy at -10.657 eV.